Entry 1:
Computed, not measured: a molecular structure, C29H47IN5O8P2RuSi in a non-equilibrium geometry, with ωB97M-V/def2-TZVPD.

Calculated values
DFT total energy (eV): -91807.922
Charge: 0
Lowest unoccupied orbital energy (alpha / beta) (eV): -0.45 / -0.46
HOMO-LUMO gap (alpha / beta) (Ha): 0.24414 / 0.24346
Spin multiplicity: 2
HOMO energy (alpha / beta) (Eh): -0.261 / -0.260

Positions of all 94 atoms, in Å:
Ru: -0.395 -0.417 -0.191
O: 3.460 0.412 1.551
C: 2.364 -0.042 1.219
N: 1.288 0.672 0.906
C: 1.416 2.101 0.804
C: 0.363 2.655 -0.114
C: 0.525 3.884 -0.740
C: -0.478 4.376 -1.557
C: -1.615 3.604 -1.743
C: -1.704 2.394 -1.081
N: -0.748 1.929 -0.282
C: 2.163 -1.534 1.086
C: 3.264 -2.377 1.186
C: 3.096 -3.732 0.965
C: 1.831 -4.200 0.644
C: 0.779 -3.299 0.618
N: 0.938 -2.003 0.854
H: 2.418 2.374 0.443
H: 1.307 2.581 1.790
H: 1.429 4.448 -0.580
H: -0.381 5.337 -2.038
H: -2.426 3.946 -2.364
H: -2.577 1.761 -1.184
H: 4.216 -1.940 1.443
H: 3.935 -4.408 1.035
H: 1.659 -5.243 0.428
H: -0.228 -3.640 0.404
C: -1.709 -3.898 -4.703
C: -1.517 -3.417 -3.278
O: -1.941 -4.396 -2.342
P: -2.530 -1.939 -2.876
O: -3.849 -2.533 -2.208
O: -3.004 -1.416 -4.317
O: -2.050 -0.764 -2.104
P: 0.276 -3.152 -2.855
O: 0.875 -2.500 -4.223
O: 0.840 -4.505 -2.631
O: 0.320 -2.124 -1.777
H: -2.746 -4.167 -4.896
H: -1.078 -4.777 -4.844
H: -1.411 -3.128 -5.410
H: -1.147 -4.942 -2.180
H: -3.755 -3.468 -1.999
H: -3.465 -0.580 -4.243
H: 1.310 -3.198 -4.712
C: 0.752 -1.254 4.195
C: -0.322 -0.188 4.438
C: 0.443 1.107 4.719
C: -1.100 -0.577 5.701
Si: -1.491 0.051 2.837
C: -2.561 1.745 2.985
C: -3.667 1.765 1.926
C: -3.197 1.933 4.364
C: -1.690 2.974 2.715
C: -2.712 -1.507 2.581
C: -3.093 -1.571 1.097
C: -3.980 -1.443 3.438
C: -2.024 -2.830 2.925
H: 1.350 -1.379 5.100
H: 1.419 -0.946 3.395
H: 0.327 -2.218 3.940
H: 1.197 0.936 5.488
H: -0.209 1.900 5.072
H: 0.959 1.438 3.823
H: -0.410 -0.649 6.542
H: -1.583 -1.543 5.590
H: -1.858 0.158 5.953
H: -4.469 1.071 2.158
H: -3.254 1.521 0.952
H: -4.109 2.760 1.867
H: -3.817 1.089 4.646
H: -3.826 2.824 4.356
H: -2.435 2.076 5.124
H: -1.270 2.932 1.719
H: -0.880 3.065 3.429
H: -2.296 3.879 2.782
H: -3.723 -0.736 0.805
H: -3.634 -2.492 0.879
H: -2.180 -1.553 0.457
H: -4.579 -0.566 3.221
H: -3.725 -1.430 4.495
H: -4.602 -2.320 3.251
H: -1.090 -2.935 2.380
H: -2.674 -3.665 2.651
H: -1.823 -2.906 3.991
I: 4.482 -0.045 -4.422
C: 2.613 0.211 -3.537
C: 1.395 0.192 -4.180
N: 0.472 0.397 -3.228
N: 1.023 0.520 -2.022
C: 2.329 0.418 -2.183
H: 1.161 0.058 -5.216
H: -0.534 0.296 -3.290
H: 3.014 0.497 -1.361

---

Entry 2:
Computed, not measured: 2 unconnected molecules or ions with the total composition C4H10O, with ωB97M-V/def2-TZVPD.

Calculated values
DFT total energy (eV): -6354.684
Charge: 0
Lowest unoccupied orbital energy (eV): 1.10
HOMO-LUMO gap (Ha): 0.34825
HOMO energy (Eh): -0.308

Positions of all 15 atoms, in Å:
C: -0.865 -1.018 -1.732
O: -1.073 -0.077 -0.669
C: -0.275 0.962 -0.676
C: -0.546 1.759 0.572
C: 1.381 -0.825 1.156
H: -1.845 -1.408 -2.019
H: -0.240 -1.829 -1.342
H: -0.363 -0.520 -2.565
H: 1.415 -0.256 0.224
H: -1.135 1.252 1.346
H: -1.071 2.669 0.253
H: 0.416 2.089 0.982
H: 1.849 -0.242 1.950
H: 1.916 -1.766 1.020
H: 0.338 -1.023 1.414

---

Entry 3:
Computed, not measured: 2 unconnected molecules or ions with the total composition C4H10O2, with ωB97M-V/def2-TZVPD.

Calculated values
DFT total energy (eV): -8400.729
Charge: 0
Lowest unoccupied orbital energy (eV): 0.18
HOMO-LUMO gap (Ha): 0.32511
HOMO energy (Eh): -0.319

Positions of all 16 atoms, in Å:
C: 1.099 1.847 -0.521
O: 0.903 0.001 0.490
C: 0.138 -0.702 -0.415
C: -0.356 -2.026 0.160
C: -1.069 0.255 -0.763
O: -0.777 1.466 -0.054
H: 1.527 1.202 -1.280
H: 0.649 2.753 -0.923
H: 1.735 2.018 0.339
H: 0.705 -0.917 -1.346
H: 0.494 -2.666 0.412
H: -1.000 -2.565 -0.548
H: -0.923 -1.840 1.079
H: -1.172 0.485 -1.827
H: -2.019 -0.129 -0.374
H: -0.281 1.028 0.728